[1]
Here is a structure of composition C11H15NPTl at a distorted geometry from the OMol25 dataset. Energies are from ωB97M-V/def2-TZVPD.

Structure (XYZ):
```
29
Properties=species:S:1:pos:R:3:mulliken_charge:R:1
C 1.535 -0.227 -1.395 -0.82
C 2.187 -1.411 -1.576 -0.36
C 1.820 -2.685 -1.105 -0.37
C 0.638 -2.974 -0.399 -0.30
C -0.298 -2.048 -0.008 -1.08
Tl -0.035 0.029 -0.033 1.13
P -0.288 2.423 -0.617 -0.03
H 1.886 0.731 -1.747 0.07
H 3.082 -1.318 -2.169 0.30
H 2.469 -3.524 -1.384 0.29
H -1.266 -2.252 0.395 0.41
H 0.397 -4.008 -0.185 0.33
H -1.573 2.670 -1.073 0.08
H 0.506 2.771 -1.706 0.12
H -0.069 3.445 0.266 0.09
N -0.090 0.134 2.271 -0.41
C -1.015 1.121 2.713 0.68
C -2.268 1.204 2.128 -0.27
C -3.156 2.166 2.627 -0.54
C -2.783 2.990 3.692 -0.58
C -1.504 2.858 4.248 -0.44
C -0.602 1.923 3.748 -0.76
H -0.414 -0.833 2.298 0.38
H 0.900 0.169 2.548 0.25
H -2.582 0.576 1.288 0.42
H -4.156 2.268 2.190 0.36
H -3.480 3.731 4.087 0.38
H -1.210 3.493 5.083 0.36
H 0.394 1.815 4.182 0.32
```

electronic energy	-27115.3661	eV
relative energy (zero: lowest compared OMol25 entry of this formula, charge and spin)	430.4	kJ/mol
Kohn-Sham gap	5.49	eV



[2]
Here is a structure of composition C42H36F4N8O5PTl from the OMol25 dataset. Energies are from ωB97M-V/def2-TZVPD.

Structure (XYZ):
```
97
Properties=species:S:1:pos:R:3:mulliken_charge:R:1
Tl 0.450 -0.269 -0.120 2.72
C -1.434 -2.857 -0.438 -1.11
C -0.948 -3.013 -1.874 -1.16
C 0.529 -2.960 -2.141 0.76
C 1.054 -3.747 -3.156 -1.13
C 2.380 -3.607 -3.523 -0.86
C 3.163 -2.686 -2.853 -1.68
C 2.589 -1.965 -1.828 -0.15
N 1.304 -2.091 -1.475 0.94
N -1.715 -1.460 0.012 1.03
C -2.743 -0.784 -0.791 -2.07
C -2.569 0.715 -0.882 1.08
C -3.596 1.473 -1.436 -1.22
C -3.383 2.813 -1.687 -0.96
C -2.143 3.365 -1.379 -1.72
C -1.191 2.553 -0.806 -0.77
N -1.411 1.258 -0.534 1.33
C -2.184 -1.484 1.403 -1.57
C -1.117 -1.384 2.457 0.48
C -1.381 -1.835 3.742 -1.27
C -0.461 -1.585 4.743 -0.78
C 0.706 -0.903 4.430 -1.18
C 0.908 -0.510 3.127 -0.83
N 0.008 -0.745 2.161 1.04
H -2.356 -3.435 -0.323 0.70
H -0.699 -3.266 0.260 0.30
H -1.321 -3.967 -2.244 0.55
H -1.387 -2.249 -2.520 0.18
H 0.411 -4.452 -3.666 0.56
H 2.795 -4.212 -4.319 0.51
H 4.202 -2.532 -3.106 0.62
H 3.178 -1.267 -1.248 0.90
H -2.728 -1.162 -1.810 0.48
H -3.738 -1.003 -0.393 0.70
H -4.538 1.000 -1.687 0.65
H -4.157 3.414 -2.144 0.57
H -1.916 4.400 -1.596 0.64
H -0.204 2.931 -0.569 0.87
H -2.840 -0.623 1.557 0.63
H -2.784 -2.381 1.580 0.58
H -2.304 -2.362 3.946 0.61
H -0.651 -1.918 5.756 0.49
H 1.452 -0.686 5.181 0.56
H 1.808 0.011 2.832 0.69
C 3.962 1.782 -2.099 -2.27
C 2.564 1.219 -2.089 0.97
O 2.122 0.958 -0.932 -0.53
C 1.858 1.008 -3.310 1.50
C 2.473 1.420 -4.532 -1.41
C 1.902 1.190 -5.742 -1.08
C 0.667 0.506 -5.793 -0.77
C 0.041 0.096 -4.651 -0.92
C 0.584 0.361 -3.366 -0.06
O -0.103 0.005 -2.334 0.61
H 4.355 1.766 -1.087 0.37
H 3.956 2.813 -2.455 0.52
H 4.613 1.207 -2.757 0.48
H 3.421 1.939 -4.497 0.47
H 2.386 1.520 -6.650 0.44
H 0.209 0.305 -6.754 0.49
H -0.912 -0.419 -4.688 0.49
C 4.692 -1.997 2.921 -0.80
O 3.343 -2.487 2.814 -0.21
P 2.600 -2.487 1.375 0.34
O 1.344 -3.427 1.748 -0.10
C 1.303 -4.485 2.731 -0.92
O 3.559 -3.389 0.463 -0.07
C 4.000 -4.711 0.826 -0.84
H 5.046 -2.262 3.912 0.28
H 4.715 -0.913 2.803 0.25
H 5.334 -2.455 2.169 0.34
H 1.080 -5.418 2.219 0.22
H 0.509 -4.255 3.437 0.31
H 2.245 -4.567 3.265 0.36
H 4.830 -4.959 0.173 0.29
H 3.192 -5.424 0.674 0.24
H 4.331 -4.745 1.864 0.36
F -1.750 1.794 2.343 0.02
C -2.257 3.019 2.178 0.52
C -3.566 3.148 1.956 0.67
F -4.308 2.054 1.883 -0.40
C -4.207 4.452 1.820 -0.03
C -3.325 5.589 2.083 0.24
C -2.012 5.450 2.309 -0.37
F -1.262 6.527 2.457 -0.31
C -1.356 4.154 2.279 0.45
C -0.005 4.005 2.266 0.59
C 0.579 2.763 1.843 0.07
N 0.993 1.790 1.402 -0.28
C 0.940 5.052 2.532 -0.45
N 1.748 5.828 2.785 -0.42
F -3.835 6.801 2.021 -0.29
C -5.496 4.593 1.434 1.22
C -6.171 5.858 1.330 -0.28
N -6.772 6.829 1.210 -0.38
C -6.293 3.473 0.995 -0.14
N -6.901 2.593 0.579 -0.48
```

electronic energy	-91132.3613	eV
relative energy (zero: lowest compared OMol25 entry of this formula, charge and spin)	12.6	kJ/mol
Kohn-Sham gap	5.06	eV
charge	+2



[3]
Here is a structure of composition C14H15BBrF2NOPt at a distorted geometry from the OMol25 dataset. Energies are from ωB97M-V/def2-TZVPD.

Structure (XYZ):
```
36
Properties=species:S:1:pos:R:3:mulliken_charge:R:1
Pt 0.562 0.763 0.612 0.62
Br -0.595 2.083 2.313 -0.02
C -2.206 1.050 2.288 0.86
C -3.209 1.317 3.187 -0.52
C -4.321 0.463 3.228 -0.72
C -4.371 -0.637 2.411 -0.96
C -3.326 -0.896 1.494 0.47
C -3.318 -2.057 0.689 -0.39
C -2.269 -2.363 -0.171 -1.15
C -1.227 -1.479 -0.308 -0.16
C -1.212 -0.213 0.367 -0.28
C -2.232 -0.009 1.400 0.69
H -3.143 2.156 3.868 0.43
H -5.117 0.670 3.929 0.43
H -5.208 -1.321 2.462 0.46
H -4.160 -2.737 0.770 0.48
H -2.278 -3.276 -0.749 0.47
H -0.439 -1.691 -1.022 0.51
C 4.740 0.664 -2.242 -1.05
N 3.509 -0.043 -1.868 0.06
C 3.168 -1.226 -2.677 -0.96
C 2.694 0.342 -0.937 1.06
C 2.955 1.532 -0.044 -1.46
O 1.593 -0.298 -0.731 -0.61
H 4.707 0.861 -3.312 0.39
H 5.599 0.033 -2.019 0.36
H 4.834 1.610 -1.721 0.42
H 4.076 -1.579 -3.155 0.41
H 2.437 -0.953 -3.437 0.32
H 2.766 -2.008 -2.041 0.32
H 3.991 1.604 0.283 0.49
H 2.438 1.446 0.960 0.33
H 2.652 2.464 -0.517 0.49
F -1.962 2.044 -0.526 -0.26
B -1.273 0.939 -0.771 0.69
F -0.853 0.747 -2.013 -0.22
```

electronic energy	-97686.6353	eV
relative energy (zero: lowest compared OMol25 entry of this formula, charge and spin)	7.5	kJ/mol
Kohn-Sham gap	7.12	eV
charge	+2



relative energy (zero: lowest compared OMol25 entry of this formula, charge and spin) of number 2 (C42H36F4N8O5PTl)? 12.6 kJ/mol